# 1
Entry from the OMol25 dataset: the molecule C6H4N2 (ωB97M-V/def2-TZVPD).

Last column: Löwdin charge in e.
Geometry (Å):
H -1.56805 -2.05604 2.12304  0.05
N -1.36653 -2.30182 1.17128  0.20
C -0.77010 -1.33828 0.62233  -0.42
C -0.29206 -1.39580 -0.80049  0.01
C 0.37883 -0.23958 -1.07821  -0.02
C 0.35817 0.55917 0.12019  -0.30
C 0.71366 1.91307 0.06508  -0.06
C 1.09061 3.06517 0.03016  0.17
N -0.26522 -0.09220 1.14476  0.14
H -0.39271 -2.26847 -1.39908  0.10
H 0.77432 0.05246 -2.01324  0.10
H 1.33908 4.10232 0.01419  0.04

Values from the calculation:
Energy relative to the best compared isomer or geometry (same formula, charge and spin) in kcal per mole: 60.4
Multiplicity: 1
LUMO level in eV: -1.44
Frontier orbital gap in Eh: 0.30154

# 2
Entry from the OMol25 dataset: a structure of composition C6H4N2O5SSc (ωB97M-V/def2-TZVPD).

Last column: Löwdin charge in e.
Geometry (Å):
O -3.98005 0.58526 -2.41381  0.27
C -3.11955 0.71623 -1.63701  0.11
Sc -1.47731 0.94703 -0.17337  0.50
O -2.48011 3.61197 1.70990  0.27
C -2.08122 2.70432 1.11188  0.03
C 0.44556 1.35479 1.67633  -0.07
O 1.37278 1.34217 2.36136  0.18
C -0.05754 2.39120 -1.14616  0.00
O 0.67448 3.05405 -1.73532  0.27
C -2.10763 -0.30775 1.58029  0.00
O -2.43674 -1.04168 2.40235  0.27
N 2.72088 -1.66599 0.39703  0.22
C 1.64523 -1.65915 -0.40515  -0.63
N 1.49357 -2.54809 -1.39917  0.20
S 0.36470 -0.49258 -0.21346  0.80
H 3.46723 -2.32705 0.30375  0.16
H 2.77251 -0.96872 1.12608  0.13
H 0.63784 -2.42637 -1.92223  0.12
H 2.14536 -3.26964 -1.62327  0.16

Values from the calculation:
Energy relative to the best compared isomer or geometry (same formula, charge and spin) in kcal per mole: 15.0
Multiplicity: 1
LUMO level in eV: -14.29
Frontier orbital gap in Eh: 0.27978
Total charge: +3

# 3
Entry from the OMol25 dataset: the molecule C6H4N2S (ωB97M-V/def2-TZVPD).

Last column: Löwdin charge in e.
Geometry (Å):
C 0.15032 0.18631 -0.57085  -0.04
C -0.98922 -0.82990 1.08327  -0.19
C 0.71900 0.54510 0.65470  -0.28
C -0.11533 -0.04270 1.71703  -0.03
C 1.72424 1.39134 1.00928  0.01
C 1.41653 1.22492 3.34837  -0.80
N 1.93576 1.70065 2.35259  0.04
N -0.82738 -0.74985 -0.27940  0.03
S 1.01669 0.92271 4.81569  0.77
H 0.21138 0.44981 -1.68559  0.14
H -1.80648 -1.37919 1.29274  0.06
H 2.58573 1.82652 0.50509  0.13
H -1.22357 -1.39204 -0.99481  0.16

Values from the calculation:
Energy relative to the best compared isomer or geometry (same formula, charge and spin) in kcal per mole: 86.1
Multiplicity: 1
LUMO level (alpha / beta) in eV: -1.38 / -1.38
Frontier orbital gap (alpha / beta) in Eh: 0.22084 / 0.22082

| no. | maximum force (eV/A) |
| --- | --- |
| 1 | 4.6 |
| 2 | 8.9 |
| 3 | 4.0 |